Record 1
Entry from the OMol25 dataset: a 14-piece molecular cluster, C28H84O19 overall at a distorted geometry (the ωB97M-V functional and the def2-TZVPD basis).

Calculated values
Energy above the lowest of the compared OMol25 structures with the same formula, charge and spin (kcal per mole): 10.8
Highest occupied orbital energy (eV): -9.6
Total charge: 0
LUMO level (eV): -0.006

Each line ends with the Löwdin charge.
Geometry (Å):
C (-3.6473, 0.1294, 2.2336)  -0.086
C (-5.1122, 0.1770, 2.5880)  -0.307
O (-5.6137, 1.3779, 1.9804)  -0.088
H (-3.5164, 0.1023, 1.1599)  0.041
H (-3.1063, -0.7067, 2.6861)  0.057
H (-3.2002, 1.0748, 2.5443)  0.081
H (-5.0897, 0.1751, 3.7037)  0.117
H (-5.7068, -0.6841, 2.2626)  0.113
H (-6.5741, 1.3611, 2.0335)  0.085
C (-1.1518, 1.5659, -4.3152)  -0.090
C (-0.2917, 1.8478, -5.5057)  -0.295
O (-0.6319, 0.9572, -6.5979)  -0.082
H (-0.8833, 2.1332, -3.4358)  0.049
H (-1.0371, 0.5291, -4.0164)  0.045
H (-2.1760, 1.8210, -4.5393)  0.078
H (0.7908, 1.7612, -5.2211)  0.098
H (-0.4416, 2.8863, -5.8476)  0.115
H (-0.1758, 0.1326, -6.3771)  0.040
C (-0.9853, -2.1784, -3.8798)  -0.104
C (0.1398, -2.6320, -4.7619)  -0.281
O (0.6181, -1.5154, -5.5343)  -0.093
H (-1.5307, -3.0085, -3.4718)  0.065
H (-1.6400, -1.5826, -4.5395)  0.081
H (-0.6523, -1.5601, -3.0237)  0.069
H (-0.2689, -3.3800, -5.4839)  0.129
H (0.8814, -3.1200, -4.1413)  0.086
H (1.3322, -1.1118, -5.0128)  0.053
C (2.6247, -2.8963, -1.8977)  -0.099
C (1.7663, -3.6936, -0.9754)  -0.329
O (0.6468, -4.0176, -1.7479)  -0.089
H (2.1342, -1.9891, -2.3193)  0.065
H (3.1307, -3.4295, -2.7228)  0.091
H (3.4668, -2.4753, -1.3381)  0.048
H (1.4200, -3.0680, -0.1130)  0.114
H (2.2820, -4.5526, -0.4865)  0.122
H (-0.0710, -4.2290, -1.1190)  0.055
C (-3.8589, -3.6503, -0.9754)  -0.077
C (-2.5092, -3.1213, -0.5238)  -0.305
O (-1.5836, -4.0851, 0.0114)  -0.088
H (-4.3787, -3.0235, -1.7087)  0.058
H (-4.5246, -3.9390, -0.1036)  0.087
H (-3.7589, -4.5849, -1.5521)  0.075
H (-2.6739, -2.3232, 0.2496)  0.105
H (-2.0271, -2.6068, -1.3368)  0.057
H (-1.4655, -3.9097, 0.9446)  0.040
C (-0.0141, 0.9141, 3.8115)  -0.072
C (1.3310, 0.8154, 4.5364)  -0.280
O (1.1957, 0.6814, 5.9897)  -0.092
H (-0.5038, 1.8663, 4.1037)  0.081
H (-0.6541, 0.1251, 4.2061)  0.066
H (0.1737, 0.8567, 2.7274)  0.060
H (1.9415, 1.7234, 4.3509)  0.114
H (1.8937, -0.0264, 4.1553)  0.075
H (0.8091, 1.4997, 6.3104)  0.069
C (5.2705, 0.6829, 0.6454)  -0.087
C (4.4182, -0.4922, 0.9054)  -0.321
O (3.2006, -0.1370, 1.5067)  -0.094
H (6.1837, 0.3770, 0.1592)  0.078
H (5.5201, 1.1323, 1.6215)  0.091
H (4.6900, 1.4376, 0.1102)  0.059
H (4.9958, -1.2160, 1.5038)  0.126
H (4.2099, -1.0497, -0.0388)  0.098
H (2.6071, 0.4123, 0.9864)  0.012
C (-3.2243, -3.6819, 3.3613)  -0.072
C (-1.9174, -2.9800, 3.6332)  -0.329
O (-1.2463, -2.7292, 2.4175)  -0.125
H (-3.7170, -3.0996, 2.5618)  0.068
H (-3.8463, -3.8125, 4.2366)  0.076
H (-3.0559, -4.6492, 2.8712)  0.084
H (-1.2601, -3.6179, 4.2948)  0.112
H (-2.0790, -1.9945, 4.1267)  0.105
H (-0.3367, -2.3663, 2.5764)  0.064
C (-0.5630, -0.1684, 0.1598)  -0.055
C (0.4697, 0.5889, -0.6001)  -0.228
O (1.5915, 1.2341, 0.1128)  -0.111
H (-0.0861, -0.7190, 0.9801)  0.068
H (-1.0700, -0.8012, -0.5782)  0.069
H (-1.3181, 0.4241, 0.6579)  0.047
H (0.0583, 1.3764, -1.2496)  0.097
H (0.9564, -0.1246, -1.2972)  0.110
H (1.3594, 2.1427, 0.3677)  0.056
C (-0.2641, 4.2459, -0.5843)  -0.192
C (-1.4257, 3.8967, 0.2700)  -0.241
O (-2.6610, 4.3314, -0.3424)  -0.056
O (0.9458, 3.8115, 0.0846)  -0.116
H (-0.2633, 5.3255, -0.6590)  0.132
H (-0.4342, 3.7177, -1.5600)  0.127
H (-1.2476, 4.2861, 1.2875)  0.128
H (-1.5110, 2.7943, 0.3467)  0.109
H (-3.4127, 3.9273, 0.0925)  0.079
H (1.5714, 4.5473, 0.0502)  0.026
C (3.8787, 1.2412, -2.4629)  -0.238
C (2.8771, 1.3858, -3.5574)  -0.214
O (2.7909, 0.0983, -4.1849)  -0.074
O (5.0783, 0.6836, -3.0319)  -0.054
H (3.4882, 0.5622, -1.7383)  0.084
H (4.0365, 2.1947, -1.9605)  0.123
H (3.0871, 2.1581, -4.2765)  0.118
H (1.9077, 1.5801, -3.0799)  0.113
H (3.6767, -0.2777, -4.1990)  0.084
H (5.8169, 0.7132, -2.4203)  0.082
C (3.3685, 6.0248, 1.2205)  -0.193
C (3.0173, 4.9146, 2.2000)  -0.237
O (1.6752, 4.9007, 2.7066)  -0.072
O (2.8703, 5.5844, -0.0516)  -0.080
H (4.4519, 6.1975, 1.1231)  0.131
H (2.8183, 6.8729, 1.6069)  0.122
H (3.5262, 4.9794, 3.1576)  0.124
H (3.3304, 3.9885, 1.6969)  0.121
H (1.0687, 4.5552, 2.0157)  0.060
H (2.8648, 6.3553, -0.6327)  0.114
C (1.6922, -3.3959, 4.5869)  -0.254
C (2.3517, -2.6864, 3.4358)  -0.238
O (1.4257, -1.8547, 2.7807)  -0.149
O (2.5745, -4.3165, 5.1706)  -0.036
H (0.7434, -3.8173, 4.2106)  0.096
H (1.2320, -2.7084, 5.3540)  0.144
H (2.7515, -3.3998, 2.7173)  0.126
H (3.1647, -2.0271, 3.6971)  0.117
H (1.9697, -1.1892, 2.2345)  0.080
H (2.6267, -4.1480, 6.1098)  0.086
C (-3.9500, 0.8987, -1.7292)  -0.227
C (-5.3088, 0.5822, -1.1552)  -0.268
O (-6.1604, 0.1260, -2.1666)  -0.060
O (-3.4236, -0.3604, -2.1624)  -0.077
H (-3.2916, 1.4302, -1.0085)  0.106
H (-4.0864, 1.6755, -2.4531)  0.111
H (-5.8980, 1.3510, -0.7077)  0.108
H (-5.1360, -0.1893, -0.3797)  0.110
H (-5.8740, -0.7413, -2.5150)  0.093
H (-3.2636, -0.4082, -3.1335)  0.099



Record 2
Entry from the OMol25 dataset: a 14-piece molecular cluster, C28H84O24 overall at a distorted geometry (the ωB97M-V functional and the def2-TZVPD basis).

Calculated values
Energy above the lowest of the compared OMol25 structures with the same formula, charge and spin (kcal per mole): 44.1
Highest occupied orbital energy (eV): -9.0
Total charge: 0
LUMO level (eV): 0.252

Each line ends with the Löwdin charge.
Geometry (Å):
C (-4.3791, -3.4442, -0.5796)  -0.224
C (-3.8253, -4.5925, 0.2874)  -0.211
O (-2.4671, -4.7537, -0.0868)  -0.078
O (-3.9787, -2.1233, -0.2401)  -0.049
H (-5.4126, -3.6504, -0.3014)  0.110
H (-4.2717, -3.6888, -1.6363)  0.121
H (-4.4903, -5.4550, 0.2449)  0.126
H (-3.8118, -4.2972, 1.3366)  0.102
H (-2.1293, -5.5993, 0.2173)  0.095
H (-4.3292, -1.5128, -0.8928)  0.077
C (-0.9066, 2.1282, -3.6943)  -0.198
C (-2.2193, 2.9036, -4.0353)  -0.220
O (-3.3190, 2.1072, -4.1922)  -0.057
O (-0.9301, 1.5041, -2.4309)  -0.086
H (-0.0531, 2.8051, -3.7340)  0.116
H (-0.6956, 1.3273, -4.4028)  0.107
H (-2.1348, 3.4287, -4.9867)  0.130
H (-2.3696, 3.6017, -3.2118)  0.106
H (-3.7527, 1.9059, -3.3597)  0.076
H (-0.0831, 1.0736, -2.2933)  0.069
C (0.7291, 4.7940, -0.6540)  -0.255
C (-0.6848, 5.2725, -0.7383)  -0.206
O (-0.5898, 6.5951, -1.3442)  -0.058
O (0.8241, 3.4790, -0.1569)  -0.080
H (1.3818, 5.4160, -0.0414)  0.125
H (1.2746, 4.9596, -1.5830)  0.124
H (-1.2669, 5.2398, 0.1826)  0.114
H (-1.1581, 4.5824, -1.4366)  0.098
H (-1.3673, 7.0806, -1.0588)  0.079
H (0.4712, 3.4619, 0.7357)  0.047
C (-2.7005, -3.4606, 4.0226)  -0.263
C (-2.0651, -2.2367, 4.5956)  -0.246
O (-0.8239, -2.4885, 5.2124)  -0.077
O (-3.4701, -4.1102, 4.9972)  -0.060
H (-1.9886, -4.1939, 3.6437)  0.123
H (-3.3977, -3.1854, 3.2312)  0.108
H (-2.6922, -1.7300, 5.3292)  0.128
H (-1.7939, -1.5438, 3.7990)  0.102
H (-0.1620, -2.8068, 4.5942)  0.044
H (-2.8280, -4.4948, 5.5984)  0.087
C (-2.6046, -1.3075, -4.0355)  -0.222
C (-1.4515, -2.1569, -4.6276)  -0.192
O (-0.4803, -1.3780, -5.2964)  -0.088
O (-3.3002, -0.5915, -5.0246)  -0.058
H (-2.3855, -0.6150, -3.2227)  0.101
H (-3.3017, -2.0438, -3.6355)  0.107
H (-1.8266, -2.8707, -5.3610)  0.124
H (-0.9885, -2.6942, -3.8000)  0.104
H (-0.8633, -0.8683, -6.0142)  0.103
H (-3.3000, 0.3630, -4.9225)  0.043
C (2.4484, -0.5053, -3.2858)  -0.161
C (2.5386, 0.7529, -4.1674)  -0.279
O (2.4412, 0.3030, -5.4494)  -0.042
O (1.0519, -0.8608, -3.0548)  -0.092
H (2.9574, -0.3318, -2.3377)  0.112
H (2.9223, -1.3766, -3.7379)  0.119
H (3.5252, 1.2163, -4.1607)  0.102
H (1.8519, 1.5773, -3.9749)  0.099
H (1.5079, 0.0843, -5.5007)  0.062
H (0.5897, -1.1095, -3.8587)  0.022
C (2.0103, -5.0496, -2.7958)  -0.158
C (0.7899, -5.3219, -1.9029)  -0.238
O (-0.1203, -4.2297, -1.8893)  -0.078
O (2.6342, -3.8401, -2.1994)  -0.093
H (1.7721, -4.7590, -3.8190)  0.112
H (2.6554, -5.9221, -2.8991)  0.117
H (1.0561, -5.4999, -0.8610)  0.101
H (0.3208, -6.2299, -2.2816)  0.113
H (-0.9288, -4.4328, -1.4131)  0.045
H (1.8979, -3.2287, -2.1237)  0.036
C (2.0936, -0.4488, 4.1567)  -0.181
C (2.3128, 0.3676, 5.5037)  -0.184
O (1.1244, 1.0606, 5.8964)  -0.097
O (3.3595, -0.9184, 3.6382)  -0.079
H (1.4232, 0.0598, 3.4639)  0.094
H (1.6665, -1.4297, 4.3654)  0.094
H (2.9058, 1.2806, 5.4495)  0.097
H (2.7620, -0.2845, 6.2528)  0.116
H (1.3510, 1.7399, 6.5358)  0.084
H (3.8368, -0.1570, 3.3004)  0.024
C (1.0259, -4.0604, 2.0113)  -0.206
C (2.2445, -3.7013, 1.1645)  -0.249
O (3.2569, -3.4473, 2.0903)  -0.052
O (0.5832, -2.8810, 2.6749)  -0.093
H (1.1627, -4.9333, 2.6497)  0.129
H (0.2699, -4.3367, 1.2764)  0.094
H (2.0464, -2.8670, 0.4915)  0.109
H (2.5563, -4.5847, 0.6073)  0.111
H (2.9744, -2.7099, 2.6362)  0.040
H (0.1045, -2.3478, 2.0360)  0.029
C (-1.5810, 2.2554, 4.2296)  -0.238
C (-0.4687, 3.1252, 3.6108)  -0.210
O (-0.6823, 3.5580, 2.2878)  -0.078
O (-2.7518, 2.9201, 4.6823)  -0.062
H (-1.0615, 1.6902, 5.0034)  0.101
H (-1.9297, 1.5310, 3.4935)  0.116
H (0.3289, 2.3923, 3.4897)  0.099
H (-0.2331, 3.9094, 4.3304)  0.129
H (-1.5119, 4.0237, 2.1596)  0.090
H (-3.3344, 2.2201, 4.9859)  0.083
C (5.2276, 3.0447, -2.8092)  -0.071
C (4.2067, 3.4507, -1.7692)  -0.331
O (3.0517, 2.6779, -1.8811)  -0.092
H (6.1709, 3.4687, -2.4650)  0.074
H (5.0603, 3.2926, -3.8574)  0.079
H (5.3264, 1.9631, -2.7165)  0.076
H (3.8834, 4.4916, -1.7784)  0.109
H (4.5433, 3.3039, -0.7429)  0.098
H (2.4134, 2.9561, -1.2203)  0.029
C (3.5274, 3.4511, 3.0197)  -0.069
C (3.3184, 2.2334, 2.1646)  -0.292
O (4.2907, 1.3027, 2.5761)  -0.068
H (3.5656, 3.2144, 4.0830)  0.076
H (2.9228, 4.3214, 2.7646)  0.079
H (4.5117, 3.8420, 2.7617)  0.076
H (3.4196, 2.5106, 1.1153)  0.096
H (2.3090, 1.8247, 2.2132)  0.092
H (5.1303, 1.7649, 2.6329)  0.107
C (-4.1025, 2.8997, -0.2698)  -0.073
C (-3.6047, 1.4803, -0.1926)  -0.285
O (-3.4473, 0.9877, -1.5170)  -0.109
H (-5.0713, 2.9285, -0.7684)  0.080
H (-3.5079, 3.5534, -0.9081)  0.056
H (-4.1764, 3.4320, 0.6785)  0.073
H (-4.3297, 0.8375, 0.3066)  0.112
H (-2.6669, 1.3796, 0.3538)  0.110
H (-2.5173, 1.0684, -1.7409)  0.014
C (0.7834, -0.1025, 0.3922)  -0.032
C (-0.4860, -0.8408, -0.0358)  -0.276
O (-1.0596, -1.6322, 0.9915)  -0.073
H (1.4911, -0.7610, 0.8957)  0.068
H (0.3801, 0.5968, 1.1247)  0.065
H (1.3239, 0.4740, -0.3585)  0.072
H (-0.2503, -1.5873, -0.7943)  0.098
H (-1.1790, -0.2161, -0.5992)  0.088
H (-1.8468, -2.0105, 0.5928)  0.068



| no. | electronic energy (a.u.) |
| --- | --- |
| 1 | -2546.589502 |
| 2 | -2922.723570 |